Arrangement a

C3H5N5 | ωB97M-V/def2-TZVPD

The geometry in XYZ format:
```
13
Properties=species:S:1:pos:R:3
C -1.7666 -0.6901 0.0112
C -0.3450 -0.2583 -0.0404
C 1.2641 1.2155 -0.0676
H -2.6435 0.9417 0.8667
H -2.4392 1.1291 -0.6275
H -2.0074 -1.4563 -0.7468
H -1.9252 -1.1886 1.0469
H 1.7408 2.1852 -0.1698
N -2.7611 0.4228 0.0017
N -0.0446 1.0325 -0.0103
N 2.2316 0.2665 0.1068
N 1.8059 -0.9389 0.0825
N 0.5339 -1.2420 -0.1506
```

Results
LUMO = -0.52 eV
net charge = 0
SMILES string = NCc1ncnnn1

=====

Arrangement b

C3H5N5 | ωB97M-V/def2-TZVPD

The geometry in XYZ format:
```
13
Properties=species:S:1:pos:R:3
C -0.9727 0.6728 -0.2170
C 0.0598 1.0533 -1.3551
C 0.9907 -0.5188 -0.2195
H -0.1910 -1.8898 1.6361
H -0.3002 -0.4299 2.5939
H -2.3465 2.0095 -0.1210
H -0.2235 1.7884 -2.1540
H 2.7904 -1.3374 -0.2312
N -0.7330 -0.9209 1.6559
N -0.3204 -0.3391 0.3428
N -2.0105 1.1848 0.2856
N 1.0751 0.1891 -1.4174
N 1.9609 -1.1689 0.4225
```

Results
LUMO = -0.94 eV
net charge = 0
SMILES string = [H]/N=C1C=N/C(=N\[H])N\1N

=====

Arrangement c

C3H5N5 | ωB97M-V/def2-TZVPD

The geometry in XYZ format:
```
13
Properties=species:S:1:pos:R:3
C 2.8149 0.3253 0.2047
C 0.5142 -0.2407 0.0219
C -0.1230 1.0790 -0.3042
H 3.2784 -0.2278 1.2332
H 2.6457 1.4360 0.1714
H 3.7292 -0.0510 -0.5713
H 0.4679 1.9697 -0.7157
H -2.9031 0.3980 0.2239
N 1.7902 -0.6263 -0.0706
N -1.3774 1.3890 -0.0801
N -1.9788 0.1578 0.4759
N -1.7518 -0.9990 -0.0643
N -0.4614 -1.4226 -0.2432
```

Results
LUMO = -0.74 eV
net charge = 0
SMILES string = C/N=c1\cn[nH]nn1

=====

Arrangement d

C3H5N5 | ωB97M-V/def2-TZVPD

The geometry in XYZ format:
```
13
Properties=species:S:1:pos:R:3
C -1.5016 -1.0414 0.1334
C -1.9851 0.2750 -0.0758
C 0.3567 0.8549 -0.0747
H 2.5818 -0.9261 -0.8910
H 2.2439 -0.3665 0.6551
H -2.1942 -1.8247 0.7571
H -2.9201 0.8339 -0.2379
H 0.8534 2.6930 0.4169
N 2.0043 -1.0404 -0.0136
N 0.6688 -0.4586 -0.2054
N -0.2491 -1.4407 0.0771
N -1.0462 1.1580 -0.1700
N 1.2245 1.6474 0.2265
```

Results
LUMO = -0.26 eV
net charge = 0
SMILES string = [H]/N=c1\nccnn1N

=====

It is arrangement c that is the least stable of them.

=====

Arrangement a

C3H5N5 | ωB97M-V/def2-TZVPD

The geometry in XYZ format:
```
13
Properties=species:S:1:pos:R:3
C 2.0489 -0.5280 -0.0410
C -0.2328 -0.5010 0.2193
C -2.0487 0.8727 -0.1931
H 3.1063 1.0717 -0.1036
H 2.8806 -1.2809 -0.1779
H 0.2101 1.7539 0.0323
H -2.8637 1.7771 0.1750
H -1.7038 -2.2529 0.1136
N 2.2257 0.7187 -0.2127
N 0.8840 -1.0720 0.1045
N -0.5386 0.9310 0.3391
N -2.4687 -0.3091 -0.1856
N -1.4993 -1.1811 -0.0700
```

Results
LUMO = 0.94 eV
net charge = 0
SMILES string = [H]/N=C/N=c1\[nH]cn[nH]1

=====

Arrangement b

C3H5N5 | ωB97M-V/def2-TZVPD

The geometry in XYZ format:
```
13
Properties=species:S:1:pos:R:3
C 0.2835 -0.6972 1.4485
C -1.3397 0.3273 -0.9779
C 1.1510 0.4794 -1.4105
H 2.2039 -1.0580 1.1240
H 0.4491 -1.2652 2.3085
H -2.5682 0.4874 0.6820
H -2.3312 0.3637 -1.4744
H 1.6497 1.1816 -2.2850
N 1.4746 -0.5673 0.7357
N -0.9991 -0.2774 1.4968
N -1.6280 0.3362 0.3908
N -0.2876 0.4183 -1.6133
N 1.9418 0.2712 -0.4251
```

Results
LUMO = 0.86 eV
net charge = 0
SMILES string = c1nc[nH]nc[nH]n1

=====

Arrangement c

C3H5N5 | ωB97M-V/def2-TZVPD

The geometry in XYZ format:
```
13
Properties=species:S:1:pos:R:3
C -1.7641 -0.6136 -0.1252
C -0.6121 1.3164 0.1981
C 0.5520 0.6734 0.0402
H 1.9093 -0.5695 1.0052
H 2.3198 -1.1733 -0.5163
H -2.6243 -1.0665 -0.0560
H -0.7302 2.3732 0.5172
H 1.9179 2.2799 -0.0077
N 1.6712 -1.3184 0.3105
N 0.3749 -0.7168 -0.1305
N -0.8140 -1.3057 -0.1282
N -1.8194 0.7572 0.0700
N 1.7520 1.1406 -0.3535
```

Results
LUMO = -0.67 eV
net charge = 0
SMILES string = [H]/N=c1\cncnn1N

=====

Arrangement d

C3H5N5 | ωB97M-V/def2-TZVPD

The geometry in XYZ format:
```
13
Properties=species:S:1:pos:R:3
C 0.4838 -0.4935 -1.6404
C -0.4185 -0.5553 -0.6196
C -0.2097 1.2344 2.2202
H 1.0250 0.4944 -1.8366
H -0.1489 -0.6733 -2.5866
H 1.3238 -1.5341 -1.3098
H -1.7102 -2.0222 -1.0682
H -0.4689 1.4121 3.1442
N -1.4669 -1.1609 -0.4792
N 0.1339 0.2746 0.4492
N -0.6621 0.2399 1.4691
N 0.8943 1.6874 1.6157
N 1.2244 1.0966 0.6419
```

Results
LUMO = 0.22 eV
net charge = 0

=====

It is arrangement c that is the least stable of them.

=====

Arrangement a

C3H5N5 | ωB97M-V/def2-TZVPD

The geometry in XYZ format:
```
13
Properties=species:S:1:pos:R:3
C 1.1369 0.8930 1.9243
C 0.2416 0.4966 0.0800
C -0.2824 0.3598 -1.3165
N 0.9398 1.4373 0.6960
N 0.5977 -0.2978 2.0780
N 0.0316 -0.5186 0.9117
N -1.2087 -0.7712 -1.2001
N -0.8320 -1.7851 -0.4889
H 1.6877 1.3933 2.6914
H -0.7963 1.2537 -1.6652
H 0.5300 0.1202 -2.0081
H -2.1715 -0.5057 -0.9982
H 0.1258 -2.0756 -0.7043
```

Results
LUMO (spin up / spin down) = -0.90 / -0.90 eV
net charge = 0

=====

Arrangement b

C3H5N5 | ωB97M-V/def2-TZVPD

The geometry in XYZ format:
```
13
Properties=species:S:1:pos:R:3
C 0.8207 -0.2249 -1.1851
C -0.2574 0.8244 1.9530
C -1.2097 -0.2018 0.3299
H 1.2523 -1.0336 -2.9491
H 1.9913 -0.1391 -0.9915
H 1.5859 0.4346 1.3602
H 0.0842 1.4896 2.8076
H -1.8369 -1.1215 -1.3123
N 0.2166 -0.6451 -2.2193
N 0.0944 0.0689 0.0561
N 0.7560 0.7923 0.9680
N -1.3701 0.3194 1.6214
N -2.1273 -0.5632 -0.4389
```

Results
LUMO = 0.30 eV
net charge = 0

=====

It is arrangement b that is the least stable of them.

=====

Arrangement a

C9H36N18O9 | ωB97M-V/def2-TZVPD

The geometry in XYZ format:
```
72
Properties=species:S:1:pos:R:3
C -0.4606 -2.9116 5.0173
O -0.1301 -2.6164 6.1448
N 0.5653 -3.1203 3.9541
N -1.8157 -3.1076 4.6021
H 1.3793 -2.6133 4.2154
H 0.3113 -2.8349 3.0302
H -2.5164 -3.2739 5.3059
H -1.9254 -3.6201 3.7535
C 3.4285 -1.1356 -2.2133
O 3.4267 -0.5111 -1.1678
N 2.2489 -1.8493 -2.6415
N 4.5857 -1.2340 -3.0096
H 1.3484 -1.4508 -2.3181
H 2.2617 -2.1235 -3.6067
H 5.4017 -1.0832 -2.4541
H 4.6439 -1.9409 -3.7038
C -2.1742 2.7032 -2.7838
O -2.4960 2.6658 -1.6061
N -2.7742 3.6490 -3.5717
N -1.3040 1.7213 -3.3449
H -3.3965 4.2674 -3.0880
H -2.5357 3.8793 -4.5053
H -1.1893 1.6796 -4.3357
H -0.9469 1.0300 -2.7248
C 2.6997 -3.7854 0.9817
O 2.6774 -4.9123 1.3687
N 3.3115 -2.7646 1.8420
N 2.1421 -3.3330 -0.3037
H 3.4327 -1.8224 1.5412
H 3.9242 -3.0663 2.5750
H 2.6429 -2.5395 -0.6438
H 2.2181 -4.0983 -0.9497
C -0.4408 -0.6051 -0.6048
O -0.1408 -0.8118 -1.7859
N 0.0033 -1.3654 0.4410
N -1.1351 0.5578 -0.3088
H 0.3749 -2.2884 0.2647
H -0.1819 -1.0555 1.3911
H -1.3884 0.7289 0.6527
H -1.6881 1.0229 -1.0035
C -2.8480 -1.8982 -3.6961
O -3.8447 -1.6146 -4.2991
N -2.9261 -2.4294 -2.3626
N -1.4683 -1.7340 -4.2936
H -2.0854 -2.7130 -1.9086
H -3.8064 -2.5582 -1.9250
H -1.5981 -1.0707 -5.0299
H -0.8807 -1.3381 -3.5659
C 2.4831 2.8812 -0.3888
O 2.0577 3.9857 -0.1401
N 1.6604 1.7603 -0.5635
N 3.8499 2.6453 -0.5816
H 2.0875 0.8629 -0.7063
H 0.6945 1.8055 -0.3137
H 4.2775 1.7959 -0.8523
H 4.5376 3.3527 -0.5254
C -2.2239 0.2909 3.0784
O -1.4799 -0.6276 2.7082
N -1.8125 1.5899 3.0173
N -3.4681 -0.0829 3.4925
H -2.4089 2.3919 2.9996
H -0.8609 1.6873 2.7325
H -4.1221 0.5520 3.9042
H -3.6861 -1.0539 3.4109
C -1.2880 4.3489 1.6327
O -2.4324 4.2044 2.0365
N -0.9843 3.8887 0.3447
N -0.2243 4.8529 2.4483
H -1.7104 3.8689 -0.3403
H -0.0309 3.9811 0.0003
H 0.6636 4.9788 2.0306
H -0.5096 5.3647 3.2504
```

Results
LUMO = 0.23 eV
net charge = 0
SMILES string = NC(N)=O.NC(N)=O.NC(N)=O.NC(N)=O.NC(N)=O.NC(N)=O.NC(N)=O.NC(N)=O.NC(N)=O

=====

Arrangement b

C9H36N18O9 | ωB97M-V/def2-TZVPD

The geometry in XYZ format:
```
72
Properties=species:S:1:pos:R:3
C 3.4662 3.7606 -1.4033
O 2.8080 4.7462 -1.0824
N 3.0212 2.4939 -1.5609
N 4.8203 3.8867 -1.5879
H 2.1164 2.2395 -1.1736
H 3.6482 1.8091 -1.9377
H 5.1457 4.8247 -1.4285
H 5.4716 3.1288 -1.6648
C -2.0417 -3.4697 2.7535
O -2.1405 -4.6797 2.4939
N -1.5290 -2.5002 1.9469
N -2.3375 -2.9930 3.9876
H -1.3866 -2.8542 1.0048
H -1.5632 -1.5370 2.2848
H -2.5454 -3.5485 4.7956
H -2.2046 -2.0060 4.1324
C -4.8582 -0.1024 -0.3093
O -5.7131 -0.7545 0.2983
N -5.0739 0.5301 -1.4851
N -3.5968 0.0175 0.1629
H -5.9846 0.4683 -1.9005
H -4.3793 1.1784 -1.8119
H -2.8774 0.5007 -0.3633
H -3.3538 -0.4720 1.0049
C -0.6067 0.2665 3.5265
O -1.7087 -0.0627 3.0741
N 0.0350 -0.4230 4.5287
N 0.2117 1.2831 3.1475
H -0.4790 -1.1006 5.0670
H 0.9202 -0.1390 4.8961
H -0.0970 1.8160 2.3472
H 1.1731 1.2354 3.4287
C -1.2861 -4.1738 -1.1771
O -1.0920 -3.0280 -0.7664
N -1.8529 -4.4198 -2.4028
N -1.0188 -5.3177 -0.4972
H -2.0544 -5.3590 -2.6851
H -2.1082 -3.6141 -2.9461
H -0.4540 -5.2175 0.3308
H -1.0158 -6.1437 -1.0650
C 0.7806 0.0808 -0.0296
O 1.0495 1.2910 0.1109
N -0.3028 -0.3843 -0.6840
N 1.4452 -0.8796 0.6637
H -0.8278 0.3541 -1.1494
H -0.5692 -1.3661 -0.6959
H 2.1611 -0.6284 1.3269
H 0.9151 -1.7085 0.8842
C 1.0447 -1.0219 -4.2810
O 0.7094 0.1521 -4.3979
N 1.9137 -1.6441 -5.1284
N 0.6718 -1.7527 -3.1967
H 2.0041 -2.6388 -5.2069
H 2.4746 -1.0309 -5.6917
H 0.0979 -1.3210 -2.4858
H 0.9032 -2.7264 -3.1162
C 3.6977 2.0232 3.1947
O 3.2403 0.8937 3.0374
N 3.5569 2.7451 4.3619
N 4.4057 2.7257 2.2808
H 3.0081 2.1803 4.9907
H 3.9937 3.6213 4.5590
H 4.4037 2.2929 1.3716
H 4.9230 3.5215 2.5923
C -1.7755 2.7717 -2.0490
O -2.0728 1.7801 -1.3562
N -0.5146 3.0457 -2.4065
N -2.7538 3.5394 -2.5957
H -0.2580 3.8158 -2.9975
H 0.2453 2.4630 -2.0994
H -3.6847 3.1933 -2.7114
H -2.3642 4.3430 -3.0580
```

Results
LUMO = 0.32 eV
net charge = 0
SMILES string = NC(N)=O.NC(N)=O.NC(N)=O.NC(N)=O.NC(N)=O.NC(N)=O.NC(N)=O.NC(N)=O.NC(N)=O

=====

It is arrangement a that is the least stable of them.

=====

Arrangement a

C15H30NO3Rb | ωB97M-V/def2-TZVPD

The geometry in XYZ format:
```
50
Properties=species:S:1:pos:R:3
Rb 15.6746 -2.5430 -24.2535
C 14.4591 2.6665 -21.0868
C 12.9779 2.9335 -20.9597
C 12.8514 4.3222 -20.3243
C 11.4554 4.9735 -20.2609
C 10.9941 5.0541 -21.7609
C 10.9839 3.6959 -22.4810
N 12.3377 3.0594 -22.3169
O 12.5545 1.9323 -23.2166
C 10.6833 4.0686 -23.9707
C 9.7740 2.8099 -21.9970
C 12.3893 1.8653 -20.0211
H 14.6424 1.6819 -21.5169
H 14.9598 2.6704 -20.1186
H 14.9653 3.4820 -21.6033
H 13.5734 4.9921 -20.7914
H 13.2403 4.3369 -19.3062
H 11.4900 6.0344 -20.0132
H 10.7791 4.4588 -19.5784
H 11.7397 5.6891 -22.2395
H 10.0438 5.5686 -21.9029
H 11.4476 4.7186 -24.3967
H 9.7274 4.5819 -24.0752
H 10.5682 3.1469 -24.5410
H 9.9117 1.7464 -22.1917
H 8.8544 3.1039 -22.5031
H 9.5648 2.8904 -20.9303
H 12.1280 0.9786 -20.5987
H 11.4422 2.2799 -19.6758
H 13.0285 1.6073 -19.1767
C 21.1670 -5.8706 -21.0709
C 21.1259 -5.6124 -22.5572
O 20.2375 -4.9188 -23.0439
C 22.0849 -6.3001 -23.4778
H 22.2194 -5.8686 -20.7870
H 20.6523 -6.8138 -20.8874
H 20.5737 -5.1530 -20.5043
H 22.8118 -5.5901 -23.8724
H 21.4805 -6.7638 -24.2574
H 22.6949 -7.0200 -22.9322
C 8.8127 -3.5155 -22.1109
C 9.8068 -3.7960 -23.2209
O 11.0064 -3.9267 -22.9236
C 9.3057 -3.9759 -24.6590
H 9.3419 -3.5663 -21.1594
H 7.9988 -4.2386 -22.1656
H 8.3733 -2.5186 -22.1456
H 8.3238 -4.4398 -24.5656
H 10.1304 -4.5320 -25.1047
H 9.2009 -2.9899 -25.1118
```

Results
LUMO = -1.47 eV
net charge = 0

=====

Arrangement b

C15H30NO3Rb | ωB97M-V/def2-TZVPD

The geometry in XYZ format:
```
50
Properties=species:S:1:pos:R:3
Rb -18.6088 4.4763 -20.1854
C -14.8490 3.8590 -20.9300
C -14.2631 4.9708 -20.0620
C -12.7566 5.0244 -20.3438
C -12.0641 6.2473 -19.7720
C -12.7861 7.4772 -20.3014
C -14.2840 7.4712 -19.9976
N -14.8628 6.2303 -20.4759
O -16.2469 6.2683 -20.3396
C -14.9198 8.6112 -20.7839
C -14.5269 7.7510 -18.5066
C -14.5104 4.6085 -18.5778
H -15.9030 3.7348 -20.7001
H -14.3591 2.9015 -20.7100
H -14.6873 4.0511 -21.9915
H -12.5875 4.9786 -21.4261
H -12.2758 4.1081 -19.9650
H -11.0350 6.3000 -20.1387
H -12.0368 6.2158 -18.6815
H -12.6730 7.4483 -21.3915
H -12.3340 8.4155 -19.9621
H -14.7849 8.4611 -21.8554
H -14.4532 9.5606 -20.4966
H -15.9823 8.6745 -20.5568
H -15.5160 7.3796 -18.2351
H -14.4951 8.8247 -18.2935
H -13.7902 7.2736 -17.8563
H -15.5357 4.8888 -18.3172
H -13.8495 5.1836 -17.9305
H -14.3551 3.5457 -18.3822
C -19.7633 -0.2857 -20.2633
C -20.4127 0.8506 -21.0021
O -19.9287 1.9622 -21.0080
C -21.7266 0.5889 -21.6993
H -19.8492 -1.2109 -20.8299
H -20.2774 -0.3957 -19.3037
H -18.7249 -0.0507 -20.0432
H -21.5673 0.6066 -22.7789
H -22.4241 1.3751 -21.4229
H -22.1320 -0.3921 -21.4547
C -16.7657 6.1487 -15.7439
C -17.7645 6.2296 -16.8628
O -18.1371 5.2279 -17.4297
C -18.2849 7.5873 -17.2577
H -16.5810 5.1049 -15.5035
H -17.1335 6.6900 -14.8702
H -15.8174 6.6023 -16.0393
H -18.3796 8.2234 -16.3802
H -19.2222 7.4476 -17.7879
H -17.5499 8.0359 -17.9321
```

Results
LUMO = -0.25 eV
net charge = 0

=====

It is arrangement a that is the least stable of them.